{
  "formula": "C15H22F4NO",
  "method": "ωB97M-V/def2-TZVPD",
  "orbital_gap_ev": 8.6,
  "lumo_ev": -3.213,
  "total_charge": 1,
  "species": ["F", "C", "F", "F", "C", "O", "C", "C", "C", "C", "C", "C", "N", "C", "H", "H", "H", "H", "H", "H", "H", "H", "H", "H", "H", "H", "H", "H", "H", "H", "H", "F", "C", "C", "C", "C", "C", "C", "H", "H", "H", "H", "H"],
  "positions_angstrom": [[-0.574, -4.972, 0.164], [-1.430, -4.011, -0.164], [-2.382, -3.955, 0.778], [-2.017, -4.351, -1.317], [-0.752, -2.657, -0.262], [0.368, -2.756, -1.099], [1.560, -2.102, -0.674], [2.067, -1.188, -1.775], [1.284, 0.114, -2.019], [0.738, 0.782, -0.760], [-0.018, 2.074, -1.067], [-1.041, 1.942, -2.185], [-0.506, 1.172, -3.369], [0.154, -0.134, -3.005], [-1.499, -1.963, -0.669], [-0.491, -2.348, 0.755], [2.322, -2.855, -0.459], [1.362, -1.564, 0.258], [3.119, -0.956, -1.593], [2.045, -1.782, -2.695], [1.974, 0.822, -2.501], [0.076, 0.097, -0.220], [1.570, 1.022, -0.096], [0.681, 2.886, -1.286], [-0.575, 2.386, -0.183], [-1.939, 1.412, -1.866], [-1.340, 2.921, -2.559], [-1.275, 0.992, -4.016], [0.168, 1.752, -3.875], [-0.631, -0.772, -2.593], [0.521, -0.576, -3.931], [1.037, 2.926, 1.800], [0.363, 2.236, 2.757], [0.594, 0.881, 2.870], [-0.099, 0.168, 3.839], [-0.999, 0.818, 4.671], [-1.207, 2.185, 4.534], [-0.524, 2.911, 3.568], [1.316, 0.402, 2.222], [0.074, -0.895, 3.950], [-1.533, 0.264, 5.431], [-1.902, 2.694, 5.188], [-0.662, 3.977, 3.451]]
}


{
  "formula": "C15H22FN5O4S2",
  "method": "ωB97M-V/def2-TZVPD",
  "orbital_gap_ev": 8.1,
  "lumo_ev": -1.211,
  "total_charge": 0,
  "species": ["C", "C", "C", "C", "C", "C", "C", "C", "C", "N", "N", "N", "C", "C", "C", "O", "O", "C", "N", "S", "N", "C", "C", "S", "O", "O", "F", "H", "H", "H", "H", "H", "H", "H", "H", "H", "H", "H", "H", "H", "H", "H", "H", "H", "H", "H", "H", "H", "H"],
  "positions_angstrom": [[4.302, -0.688, 1.104], [3.455, -1.194, -0.110], [4.223, -1.006, -1.441], [2.076, -0.442, -0.108], [0.984, -1.427, -0.629], [-0.431, -1.168, -0.137], [-1.159, 0.080, -0.430], [-0.500, 1.241, -1.230], [0.069, 2.323, -0.204], [-0.111, 1.942, 1.201], [1.500, 2.591, -0.447], [-0.624, 3.631, -0.385], [-2.448, 0.289, -0.029], [-3.260, 1.542, -0.347], [-4.370, 1.123, -1.360], [-4.070, 0.852, -2.498], [-5.667, 1.036, -0.975], [-3.157, -0.712, 0.732], [-4.410, -0.623, 1.149], [-4.644, -2.037, 1.946], [-3.219, -2.729, 1.733], [-2.415, -1.910, 1.034], [-1.072, -2.133, 0.608], [-0.292, -3.666, 1.073], [-0.535, -4.666, 0.096], [1.066, -3.480, 1.452], [-1.045, -4.120, 2.395], [5.155, -1.382, 1.198], [4.658, 0.343, 0.968], [3.674, -0.803, 2.002], [3.340, -2.278, 0.045], [4.196, 0.025, -1.825], [3.862, -1.706, -2.214], [5.287, -1.256, -1.277], [1.887, -0.047, 0.897], [2.186, 0.339, -0.868], [1.316, -2.458, -0.466], [0.951, -1.310, -1.731], [0.322, 0.814, -1.816], [-1.268, 1.674, -1.876], [0.685, 1.454, 1.592], [-0.384, 2.724, 1.779], [1.988, 2.765, 0.424], [1.612, 3.410, -1.037], [-1.485, 3.608, 0.161], [-0.038, 4.314, 0.095], [-3.767, 1.842, 0.584], [-2.688, 2.343, -0.816], [-5.731, 0.935, -0.012]]
}


{
  "formula": "C15H22N2O3S",
  "method": "ωB97M-V/def2-TZVPD",
  "orbital_gap_ev": 8.6,
  "lumo_ev": 0.204,
  "total_charge": 0,
  "de_lowest_kcal_mol": 331.1,
  "species": ["C", "O", "C", "O", "C", "C", "C", "S", "C", "N", "C", "O", "N", "C", "C", "C", "C", "C", "C", "C", "C", "H", "H", "H", "H", "H", "H", "H", "H", "H", "H", "H", "H", "H", "H", "H", "H", "H", "H", "H", "H", "H", "H"],
  "positions_angstrom": [[2.998, 3.981, 0.450], [2.543, 2.805, 0.663], [1.600, 2.900, 1.880], [1.497, 3.929, 2.664], [0.891, 1.415, 2.073], [0.963, 0.925, 3.456], [0.120, -0.078, 3.743], [0.460, -1.019, 5.394], [-0.594, 0.529, 6.486], [1.187, 0.454, 1.100], [0.207, 0.215, 0.013], [-1.067, 0.469, 0.273], [0.762, -0.693, -0.778], [0.234, -1.092, -2.122], [0.727, -1.972, -2.887], [0.326, -2.542, -4.012], [-1.210, -2.186, -4.228], [-1.920, -2.844, -5.410], [-1.868, -1.399, -3.495], [-3.476, -1.277, -3.589], [-1.331, -0.870, -2.269], [3.752, 4.094, 1.167], [2.346, 4.668, 0.296], [3.634, 3.761, -0.500], [-0.143, 1.693, 1.922], [1.830, 0.714, 3.724], [0.896, 1.868, 4.231], [0.186, -0.921, 3.067], [-1.147, 0.038, 3.796], [0.193, 1.282, 6.428], [-1.514, 0.574, 6.351], [-0.432, 0.136, 7.387], [2.067, 0.207, 0.920], [1.634, -0.784, -0.894], [1.809, -1.957, -2.666], [0.743, -3.229, -4.656], [-2.457, -3.872, -5.124], [-2.223, -2.216, -6.199], [-0.935, -3.355, -6.148], [-3.704, -0.731, -2.813], [-3.672, -0.771, -4.449], [-3.997, -2.321, -3.601], [-1.913, -0.529, -1.644]]
}


{
  "formula": "C15H22N2O3S",
  "method": "ωB97M-V/def2-TZVPD",
  "orbital_gap_ev": 9.6,
  "lumo_ev": 0.467,
  "total_charge": 0,
  "de_lowest_kcal_mol": 17.1,
  "species": ["N", "S", "O", "O", "C", "C", "C", "C", "N", "C", "O", "C", "C", "C", "C", "C", "C", "C", "C", "C", "C", "H", "H", "H", "H", "H", "H", "H", "H", "H", "H", "H", "H", "H", "H", "H", "H", "H", "H", "H", "H", "H", "H"],
  "positions_angstrom": [[-5.905, -0.516, 1.237], [-5.098, -0.902, -0.193], [-4.575, -2.231, -0.062], [-5.968, -0.586, -1.287], [-3.760, 0.269, -0.138], [-2.574, -0.085, 0.471], [-1.540, 0.830, 0.543], [-1.690, 2.100, -0.018], [-0.683, 3.061, 0.025], [0.680, 2.986, -0.134], [1.330, 4.004, -0.038], [1.298, 1.650, -0.465], [2.080, 1.127, 0.749], [2.691, -0.268, 0.565], [1.634, -1.372, 0.474], [2.302, -2.743, 0.409], [3.249, -2.824, -0.784], [4.296, -1.716, -0.709], [3.618, -0.350, -0.648], [-2.911, 2.447, -0.606], [-3.942, 1.531, -0.667], [-6.845, -0.202, 1.059], [-5.892, -1.282, 1.890], [-2.475, -1.077, 0.882], [-0.630, 0.568, 1.054], [-1.010, 4.021, 0.050], [2.001, 1.832, -1.279], [0.544, 0.941, -0.798], [2.878, 1.841, 0.962], [1.425, 1.107, 1.625], [3.295, -0.462, 1.460], [0.976, -1.330, 1.345], [1.023, -1.233, -0.420], [1.539, -3.521, 0.332], [2.865, -2.916, 1.330], [3.739, -3.799, -0.804], [2.677, -2.718, -1.708], [4.954, -1.766, -1.579], [4.911, -1.858, 0.183], [4.372, 0.439, -0.592], [3.042, -0.204, -1.564], [-3.037, 3.436, -1.020], [-4.884, 1.770, -1.134]]
}